1.
Here is a 13-piece molecular cluster, C33H66Br12O21 overall at a distorted geometry from OMol25. Energies are from ωB97M-V with the def2-TZVPD basis set.

Summary:
highest occupied orbital energy: -9.93 eV
HOMO-LUMO gap: 0.37073 Eh
DFT total energy: -33765.19921 Eh

Geometry as XYZ:
```
132
Properties=species:S:1:pos:R:3:forces:R:3
Br -1.16042 -3.31292 -4.63750 -0.463 0.211 -0.130
C -3.00063 -2.64818 -4.91650 0.330 0.179 0.286
C -3.66615 -3.44617 -6.03778 0.161 0.508 0.589
Br -3.08076 -2.70588 -7.73331 0.069 -0.245 -0.168
H -2.92948 -1.58094 -5.11903 0.230 -0.127 -0.461
H -3.45165 -2.65298 -3.92491 -0.281 -0.747 -0.142
H -4.74966 -3.35312 -6.04771 0.042 0.077 0.188
H -3.38445 -4.49366 -5.97757 -0.023 0.048 -0.188
Br 4.97217 -4.53081 -2.86017 -0.136 0.383 0.068
C 4.41519 -3.11297 -1.60930 -0.216 -0.108 -0.368
C 4.33977 -3.76597 -0.26413 0.459 0.199 0.859
Br 3.47121 -2.54251 1.05370 0.334 -0.524 -0.626
H 3.45886 -2.70014 -1.92097 -0.036 -0.258 -0.208
H 5.16371 -2.32776 -1.68125 0.049 -0.103 0.166
H 5.34631 -3.96062 0.10260 -0.071 0.151 0.167
H 3.82999 -4.72552 -0.25010 -0.412 0.302 -0.092
Br 1.29085 2.44710 -3.63737 -0.611 0.577 0.218
C -0.34648 3.51728 -3.19545 0.239 0.157 0.106
C -0.03609 4.98214 -3.47261 -0.093 -0.872 0.318
Br -1.19227 6.12713 -2.38941 0.505 -0.095 -0.244
H -0.50328 3.39129 -2.12700 -0.080 -0.373 -0.097
H -1.18548 3.14030 -3.77323 0.108 -0.160 0.074
H -0.21499 5.19177 -4.52275 0.354 0.389 0.102
H 0.97763 5.12865 -3.10971 -0.021 0.604 -0.433
Br -0.62556 0.21388 -5.80313 0.526 0.109 -0.702
C 1.12896 0.49810 -6.76260 -1.653 0.916 0.091
C 1.02724 1.75369 -7.61413 0.183 -0.630 0.285
Br 2.92214 2.04677 -8.09541 -0.522 0.378 -0.080
H 1.26023 -0.37811 -7.38564 0.454 -0.112 0.475
H 1.80900 0.72864 -5.95096 0.214 -0.746 -0.096
H 0.59867 2.56188 -7.02645 0.484 0.271 -0.125
H 0.45901 1.62728 -8.53141 0.120 -0.053 0.008
Br 1.09292 -5.10740 -8.69811 0.327 0.260 -0.367
C 1.34390 -3.47452 -7.63842 -1.224 -0.318 0.194
C 2.49876 -3.73976 -6.71002 -0.147 0.609 0.275
Br 2.63180 -2.33045 -5.30222 0.045 -0.433 -0.704
H 0.34428 -3.43412 -7.20861 0.365 0.174 0.746
H 1.39562 -2.56953 -8.24017 0.592 -0.327 -0.359
H 3.42864 -3.72350 -7.27166 0.087 -0.067 0.262
H 2.37667 -4.65154 -6.13450 0.037 -0.024 -0.187
Br 2.35713 2.62595 2.40469 0.064 0.049 -0.454
C 1.94453 2.71833 0.47847 -1.033 -0.422 0.500
C 1.15319 3.96233 0.16571 -0.319 0.342 0.468
Br -0.72562 3.72256 0.76067 0.614 0.138 -0.207
H 1.21587 1.91999 0.34427 0.672 -0.506 -0.187
H 2.86645 2.55324 -0.07142 -0.062 0.191 -0.052
H 1.02110 4.16323 -0.89344 0.447 -0.038 -0.013
H 1.51853 4.82993 0.70983 -0.072 0.102 -0.252
C -4.55769 6.32042 -1.83283 -0.411 0.452 -0.740
O -4.24095 5.12664 -1.13768 -0.662 0.872 0.725
C -3.83893 4.02529 -1.73331 0.463 0.081 -1.828
O -3.60196 3.86566 -2.92247 -0.433 0.031 1.204
O -3.70539 3.14665 -0.76709 -0.047 -0.280 0.804
C -3.41239 1.78906 -1.02835 0.285 -0.228 -0.590
H -4.93852 7.06424 -1.13509 0.585 -0.240 0.538
H -5.40857 6.24034 -2.51236 0.229 -0.701 -0.297
H -3.69060 6.69260 -2.37325 -0.200 0.039 0.003
H -2.91987 1.42382 -0.13195 -0.173 -0.189 -0.006
H -2.73793 1.66219 -1.87501 0.044 0.152 -0.016
H -4.33703 1.25901 -1.25649 0.033 -0.114 0.202
C -2.86010 3.16944 3.22375 -1.046 0.410 -0.639
O -3.24921 3.62972 4.52335 0.410 -0.227 0.512
C -3.45544 4.92268 4.74278 0.489 0.842 0.161
O -3.42367 5.80412 3.92534 -0.289 -0.036 -0.038
O -3.63496 5.10209 6.06766 0.022 -0.476 -0.741
C -4.24397 6.28330 6.60427 0.219 -0.145 0.321
H -3.69253 2.54183 2.90437 0.289 -0.325 -0.085
H -1.91348 2.63963 3.21763 -0.020 -0.080 0.559
H -2.79818 3.97204 2.48960 -0.032 0.278 0.363
H -3.50731 6.94882 7.05578 0.275 -0.338 0.078
H -4.85800 5.81907 7.37330 -0.322 0.713 0.105
H -4.79450 6.93219 5.92494 -0.176 -0.635 -0.426
C -0.77849 -3.50016 5.61959 -0.033 0.574 -0.871
O -0.83276 -3.14388 6.97838 0.632 0.211 0.337
C -1.51360 -2.07045 7.37063 -0.687 -0.718 1.163
O -2.52845 -1.64399 6.89682 0.268 0.408 -0.419
O -0.97834 -1.71481 8.55130 0.687 0.061 0.129
C -1.75084 -0.88367 9.40934 -0.955 -0.090 -0.434
H -1.70801 -3.93088 5.24578 0.091 -0.392 0.282
H 0.10121 -4.13529 5.54150 -0.343 -0.324 -0.159
H -0.60536 -2.62893 4.98646 0.087 0.201 0.142
H -1.24111 -0.69882 10.35153 0.462 -0.170 -0.286
H -2.67145 -1.42454 9.63746 -0.136 0.244 0.019
H -1.99231 0.05303 8.90889 -0.033 0.038 0.084
C 6.27543 0.77892 0.47505 0.695 -0.860 1.549
O 5.28317 0.92328 -0.53151 0.618 0.000 -0.236
C 5.74831 0.99348 -1.78477 0.451 0.949 -0.126
O 6.90757 0.98485 -2.11713 -0.357 -0.527 0.155
O 4.71320 1.21288 -2.59255 -0.976 -0.266 0.512
C 4.88367 0.85899 -3.96303 0.313 -0.084 0.307
H 5.73922 0.77643 1.42202 -0.123 0.317 -0.108
H 7.12202 1.46366 0.53512 -0.627 0.841 -0.640
H 6.82825 -0.16513 0.48760 -0.552 -0.406 -0.722
H 5.08791 -0.21252 -3.97991 0.397 0.092 -0.437
H 5.67883 1.49069 -4.35505 0.006 -0.392 -0.435
H 3.93889 1.01412 -4.48046 0.018 0.303 0.161
C -1.83488 -4.42049 -1.29128 0.315 0.830 0.077
O -2.36113 -5.34641 -0.35448 -0.298 -1.021 -0.531
C -2.58702 -4.95176 0.87820 1.347 1.500 0.930
O -2.23253 -3.88506 1.34886 -0.635 -0.520 -0.256
O -3.14019 -5.93727 1.55647 -0.258 -0.556 -0.274
C -3.57337 -5.72466 2.88723 -0.108 -0.211 0.838
H -2.64030 -3.77126 -1.63398 0.078 0.018 -0.120
H -1.38449 -4.95310 -2.12385 -0.321 -0.310 0.125
H -1.06093 -3.79255 -0.84977 -0.110 -0.002 0.162
H -3.96461 -6.69427 3.18942 -0.375 0.168 -0.097
H -4.31468 -4.93119 2.96946 -0.099 -0.103 -0.226
H -2.79990 -5.51090 3.62720 0.476 0.214 -0.540
C -1.00702 -0.86767 1.39094 -0.727 0.848 0.448
O 0.09764 -0.54090 0.53482 -0.622 -0.174 -0.558
C -0.13165 -0.69664 -0.78430 0.176 -1.718 0.015
O -1.15916 -1.01928 -1.33111 -0.276 0.591 0.209
O 1.03741 -0.65072 -1.37844 2.009 0.457 0.710
C 1.19936 -0.96165 -2.75424 -1.603 0.013 -0.040
H -1.90303 -1.18259 0.85941 0.310 -0.104 -0.293
H -1.25468 0.05363 1.91962 0.023 -0.042 0.165
H -0.75874 -1.63443 2.11934 0.433 -0.063 -0.227
H 2.23048 -0.83183 -3.07135 0.021 0.516 0.466
H 0.48928 -0.29786 -3.24087 0.376 -0.220 -0.801
H 0.92646 -1.99515 -2.96922 -0.152 0.001 0.223
C 2.90239 -2.11269 4.78558 -0.571 0.970 -0.123
O 3.22643 -1.39798 6.00038 0.471 -0.114 0.190
C 2.24033 -0.67934 6.55514 0.565 -1.023 0.631
O 1.12092 -0.67526 6.13002 -0.547 0.843 0.349
O 2.71788 -0.11807 7.70069 0.608 -0.332 -0.975
C 1.78610 0.61075 8.46650 -2.180 -0.274 -0.032
H 1.82465 -2.24698 4.72438 0.051 -0.229 0.089
H 3.42472 -3.06234 4.72118 0.190 0.159 0.388
H 3.17432 -1.46198 3.95444 0.180 -0.163 -0.079
H 2.11945 0.98400 9.43192 1.035 -0.045 -0.437
H 0.96163 -0.05936 8.72897 -0.052 -0.016 -0.134
H 1.33567 1.40280 7.86889 0.196 0.211 0.085
```
Forces are in eV/Å.

---

2.
Here is a 9-piece molecular cluster, C18H54O9S overall at a distorted geometry from OMol25. Energies are from ωB97M-V with the def2-TZVPD basis set.

Summary:
highest occupied orbital energy: -9.22 eV
energy above the lowest of the compared OMol25 structures with the same formula, charge and spin: 199.9 kJ/mol
HOMO-LUMO gap: 0.34699 Eh
DFT total energy: -1793.02561 Eh

Geometry as XYZ:
```
82
Properties=species:S:1:pos:R:3:forces:R:3
C -3.60470 2.36765 -1.13676 -0.560 0.621 -1.740
C -4.22238 2.42093 -2.59326 5.174 3.048 2.216
O -5.04628 3.49372 -2.61831 -3.050 3.570 -3.389
H -3.14004 1.42457 -1.08213 0.244 -1.539 0.574
H -4.37811 2.52532 -0.39091 0.104 -0.139 0.109
H -2.76721 3.05208 -1.02643 -0.300 0.600 0.017
H -4.75549 1.61564 -2.74045 -2.320 -4.752 -1.107
H -3.30375 2.51764 -3.24124 -1.054 -0.277 -0.024
H -5.47843 3.71607 -3.57029 1.767 -1.148 3.348
C 4.28306 -1.19136 1.21148 -2.159 2.230 -3.277
C 3.31545 -0.48296 2.13732 0.293 5.316 -1.228
O 2.41344 -1.29936 2.71972 -3.900 -1.492 1.937
H 4.77625 -1.80225 1.80590 2.300 -3.586 2.352
H 5.03738 -0.73343 0.55826 0.005 1.496 1.142
H 3.83088 -1.65669 0.35388 -1.052 -1.209 0.174
H 2.77157 0.54391 1.67401 1.393 -2.576 0.667
H 3.91964 -0.10960 2.94331 0.670 0.843 0.312
H 1.71522 -0.83660 3.34233 2.451 -1.060 -2.111
C 4.23303 3.40254 -2.14726 3.785 -2.136 -2.263
C 4.38093 1.96130 -1.67156 -2.003 0.324 -4.832
O 3.31634 1.44138 -1.03530 -4.209 -2.334 2.068
H 5.01617 3.63025 -2.98837 -1.136 -0.671 1.471
H 4.51185 4.02442 -1.39343 0.307 2.119 2.254
H 3.34977 3.64483 -2.59385 -2.727 0.423 -0.779
H 5.18715 1.74641 -1.17184 4.863 0.028 3.514
H 4.55201 1.26595 -2.46405 0.229 0.061 -1.787
H 3.06022 0.50813 -1.31695 0.826 2.190 0.390
C -3.59429 -1.47529 -1.69521 7.471 -7.348 3.157
C -4.12895 -2.63111 -0.70602 -2.192 1.640 -1.757
O -4.33477 -2.13651 0.61637 -6.103 -5.085 -2.855
H -3.39543 -1.77641 -2.74821 0.758 -0.928 0.788
H -2.63611 -1.06962 -1.16552 -1.686 -0.394 -1.323
H -4.19454 -0.82517 -1.94494 -6.614 7.099 -0.959
H -3.48102 -3.48456 -0.63785 0.515 -0.372 -0.417
H -5.17010 -2.98725 -1.19261 2.148 0.635 1.501
H -3.72722 -1.57166 0.85751 5.385 4.543 1.741
C 2.18462 -5.10515 1.55028 -4.506 -3.423 3.223
C 3.47272 -4.96250 1.05347 3.879 -2.131 -4.014
O 4.06033 -6.27488 0.60387 -0.409 0.490 0.187
H 2.08164 -5.77101 2.49319 0.788 0.843 -1.169
H 1.35724 -5.51786 0.99071 0.395 -0.480 -1.286
H 1.71132 -4.25946 1.88163 -0.523 2.882 0.941
H 4.14540 -4.65448 1.84196 0.311 1.141 -0.380
H 3.49383 -4.51690 -0.02106 0.242 0.386 2.360
H 4.16449 -6.90145 1.33114 -0.202 0.341 0.129
C 0.22490 4.35335 0.72964 0.041 -10.954 5.324
C 1.63737 4.23382 0.96670 0.934 -1.098 3.308
O 1.89075 5.44236 1.75575 -2.844 -2.039 0.066
H -0.22237 4.15404 1.81246 0.338 0.630 -2.373
H -0.11493 3.55335 0.07693 -0.307 0.131 -0.157
H 0.01175 5.18301 0.43736 -2.817 9.685 -3.466
H 2.26648 4.23954 0.18879 1.943 0.736 -3.705
H 1.99251 3.13950 1.32348 -0.993 2.296 0.678
H 2.78625 5.54884 1.74718 3.826 0.750 0.240
C -3.41131 3.85195 2.49443 2.384 -2.936 -0.286
C -3.40267 5.27716 2.92500 -1.679 1.082 4.902
O -2.53787 6.06429 2.28804 4.319 4.781 -0.938
H -3.92399 3.74033 1.52976 -0.126 -0.118 0.437
H -3.82551 3.14098 3.30072 0.317 1.255 -1.391
H -2.28364 3.37430 2.24711 -2.783 1.645 0.903
H -3.07949 5.42812 4.10067 -1.436 -1.091 -2.257
H -4.39111 5.79677 2.75276 0.139 -1.232 0.744
H -2.27445 6.93330 2.85200 -1.182 -3.392 -2.081
C -0.82731 -5.36637 -1.70453 0.480 -0.456 -4.856
C -0.10634 -6.23092 -2.88371 -2.029 1.970 3.388
O -0.26027 -5.37845 -4.01566 -0.030 -1.134 0.611
H -0.67078 -5.88594 -0.88469 0.548 -2.490 4.334
H -1.85937 -5.45764 -1.97485 -0.720 0.815 0.127
H -0.41538 -4.38907 -1.56830 -0.030 0.706 -0.416
H -0.71990 -7.19481 -2.83231 1.209 0.987 -0.891
H 0.92780 -6.32531 -2.50780 -0.199 -0.418 -0.872
H 0.47159 -5.64136 -4.54230 0.784 0.037 -1.404
C -0.47264 1.05550 0.65645 0.609 -1.433 0.777
S -0.61788 -0.57794 1.43084 -2.354 -0.593 0.223
O -2.07549 -1.00419 1.36952 1.591 0.568 0.195
C 0.24154 -1.47582 0.13879 1.741 -1.011 -0.843
H -0.80686 1.00736 -0.33561 0.210 -0.394 -1.816
H 0.57685 1.21715 0.84148 0.431 0.777 -0.554
H -1.09365 1.82253 1.03303 -0.543 0.465 1.452
H 1.30050 -1.01945 0.22296 -1.396 -1.082 -0.329
H -0.19194 -1.20668 -0.84940 0.201 -0.173 0.624
H 0.27372 -2.67282 0.20480 -0.169 2.935 0.430
```
Forces are in eV/Å.

---

3.
Here is C6H9BeO5 as an isolated structure at a distorted geometry from OMol25. Energies are from ωB97M-V with the def2-TZVPD basis set.

Summary:
highest occupied orbital energy (spin up / spin down): -5.69 / -10.25 eV
energy above the lowest of the compared OMol25 structures with the same formula, charge and spin: 0.0 kJ/mol
multiplicity: 2
HOMO-LUMO gap (spin up / spin down): 0.19453 / 0.36446 Eh
DFT total energy: -624.90049 Eh

Geometry as XYZ:
```
21
Properties=species:S:1:pos:R:3:forces:R:3
O -0.50467 -0.05629 0.65272 0.172 0.631 -0.360
C 0.66319 0.63510 0.53775 1.790 -2.040 3.903
O 1.06330 1.45183 1.32324 -0.650 0.406 -1.874
O 1.46275 -0.34827 -0.05171 -1.080 0.928 -0.583
C 2.82905 -0.17228 -0.13430 0.896 0.409 -0.674
C -1.61566 0.59653 1.31072 -0.357 0.446 0.344
H -1.30553 0.77374 2.34819 -0.104 0.007 -0.288
H -1.80105 1.56301 0.82363 0.237 -0.258 0.005
C -2.82053 -0.30290 1.20270 -0.236 -0.199 0.104
H -2.92144 -0.69475 0.18135 -0.015 0.086 0.300
H -2.76082 -1.13298 1.91883 -0.010 0.145 -0.338
H -3.72055 0.28242 1.43123 0.222 -0.139 -0.028
C 3.57523 -1.01005 -0.84158 -0.280 0.441 -0.300
H 3.17990 0.76526 0.29832 -0.103 -0.502 0.277
H 4.64455 -0.82201 -0.91924 -0.319 -0.071 0.111
H 3.13425 -1.77383 -1.48382 0.141 -0.032 0.536
O -1.41257 0.87986 -3.00127 1.172 -0.685 0.854
C -0.74133 0.40160 -2.11436 -0.314 3.797 1.250
O -0.62849 -0.78334 -1.70729 -0.950 -1.127 -3.106
Be -0.15726 -1.38245 -0.52944 0.820 -1.649 2.421
H -0.16233 1.12981 -1.24569 -1.033 -0.592 -2.554
```
Forces are in eV/Å.